{
  "formula": "C6H11Br2ClFNO4PS",
  "method": "wB97M-V/def2-TZVPD",
  "de_lowest_ev": 4.615,
  "homo_lumo_gap_ev": 6.88,
  "homo_ev": -12.1,
  "charge": 1,
  "elements": ["C", "H", "Br", "H", "H", "Cl", "F", "P", "O", "N", "H", "S", "O", "C", "C", "H", "H", "Br", "H", "H", "C", "C", "H", "C", "H", "O", "H", "O"],
  "coordinates": [[0.5208, 3.9704, -0.1510], [4.2855, 0.2468, 0.1585], [-3.3124, -5.3472, 2.5487], [2.5779, -0.7804, -0.6376], [-0.9657, -1.1120, -1.7052], [-0.0696, -0.9179, 2.2212], [1.6622, 4.2495, 0.6430], [-0.7422, -0.0992, 0.3352], [-0.5792, 3.9359, 0.4102], [0.7445, 3.6831, -1.5994], [5.3092, 0.5673, -1.3966], [0.8895, 1.1291, -0.3759], [-1.0065, -1.4507, -0.7649], [-3.6676, -2.7824, 1.3262], [4.4217, 0.9246, -0.7484], [-4.1810, -1.8184, 1.3210], [-4.0024, -3.3709, 0.4723], [-1.7838, -2.3546, 1.0223], [4.7220, 1.9588, -0.3387], [1.7595, -0.2380, -2.2613], [2.2196, 0.1052, -1.2592], [0.2820, 2.2764, -1.7469], [-4.9223, -3.5106, 2.9136], [-3.8637, -3.4814, 2.6490], [0.1775, 4.3054, -2.1969], [3.2535, 1.0466, -1.6082], [-3.3022, -3.0266, 3.4649], [-0.4267, 1.8913, -2.6958]],
  "forces_ev_per_angstrom": [[-2.15, 0.93, 3.16], [-0.05, 0.73, -1.36], [0.07, 0.17, 0.02], [-0.82, 1.34, -0.43], [0.38, -0.21, 0.44], [3.34, 2.91, -0.63], [-2.32, -0.76, -2.74], [-3.85, -2.11, 0.72], [4.33, 0.06, -2.46], [-0.74, -2.75, 2.56], [-1.54, 0.38, 1.10], [2.42, -0.07, -0.06], [3.48, 4.72, -3.87], [-0.33, 0.09, -0.01], [1.97, 0.79, 0.38], [0.09, -0.09, 0.03], [0.01, 0.00, 0.19], [-5.08, -4.93, 3.30], [-0.70, -1.51, -0.74], [0.49, 0.42, 1.77], [1.32, 0.66, -2.64], [-2.61, 0.84, -4.39], [0.10, 0.07, -0.10], [-0.14, -0.32, 0.05], [0.22, -0.42, 0.30], [-0.96, -2.04, 1.56], [-0.07, 0.00, -0.18], [3.15, 1.10, 4.04]]
}

=====

{
  "formula": "C6H13O3V",
  "method": "wB97M-V/def2-TZVPD",
  "de_lowest_ev": 5.357,
  "homo_lumo_gap_ev": [5.48, 6.42],
  "homo_ev": [-5.0, -6.0],
  "multiplicity": 5,
  "s2": 6.01,
  "elements": ["C", "H", "H", "V", "H", "C", "H", "H", "C", "C", "C", "O", "H", "H", "H", "H", "O", "H", "H", "H", "C", "H", "O"],
  "coordinates": [[-0.6899, -1.5131, -0.2018], [2.0698, 2.7568, -0.7775], [-0.5348, -1.4191, -1.2885], [0.1515, 1.1803, 0.8312], [3.4077, 0.1453, 1.3944], [-2.9095, 1.3790, 0.1139], [-2.6177, 2.4229, -0.0429], [1.9442, -2.2508, 0.2709], [-1.9564, -0.8033, 0.1994], [1.6850, -1.2228, -0.0214], [2.1810, 1.6620, -0.8383], [2.1326, 1.0568, 0.4948], [-3.6305, 1.0730, -0.6567], [3.6262, -0.6776, 0.0458], [-3.3608, 1.2680, 1.1112], [1.2345, 1.3977, -1.3712], [0.3849, -0.8906, 0.4838], [1.6485, -1.1997, -1.1220], [-2.7904, -1.1439, -0.4309], [-0.7493, -2.5806, 0.0566], [2.7150, -0.2338, 0.4844], [-2.2090, -0.9953, 1.2546], [-1.7330, 0.5892, 0.0101]],
  "forces_ev_per_angstrom": [[0.02, -0.22, -0.30], [0.35, -0.06, 0.70], [0.00, 0.00, 0.20], [0.05, 0.31, -0.12], [-2.17, -3.02, 0.42], [-0.39, 0.15, 0.09], [-0.08, -0.30, 0.03], [-0.08, 0.11, 0.01], [-0.29, -0.19, 0.26], [0.17, -0.82, 1.27], [-0.86, 0.76, -1.49], [1.36, 0.76, -1.72], [0.12, 0.08, 0.13], [0.03, 1.72, -2.03], [0.11, 0.05, -0.23], [-0.11, -0.50, -0.02], [-0.17, -0.29, 0.07], [0.19, 0.42, 0.26], [0.14, 0.09, 0.07], [0.02, 0.20, -0.03], [1.82, 0.59, 2.79], [0.09, 0.07, -0.22], [-0.33, 0.09, -0.13]]
}

=====

{
  "formula": "C36H52F32N2O7P",
  "method": "wB97M-V/def2-TZVPD",
  "homo_lumo_gap_ev": 9.81,
  "homo_ev": -12.8,
  "charge": 1,
  "elements": ["F", "F", "F", "H", "P", "C", "H", "C", "C", "C", "F", "C", "H", "H", "C", "N", "F", "F", "O", "C", "H", "H", "F", "H", "C", "H", "H", "H", "C", "H", "H", "F", "H", "F", "F", "F", "F", "C", "F", "F", "F", "F", "H", "C", "H", "F", "F", "H", "H", "H", "F", "C", "H", "N", "C", "C", "F", "F", "C", "C", "C", "H", "C", "C", "O", "C", "O", "H", "H", "H", "C", "H", "H", "C", "F", "H", "F", "H", "H", "H", "H", "C", "O", "C", "F", "C", "H", "F", "C", "H", "C", "H", "H", "F", "F", "H", "C", "F", "H", "H", "C", "H", "H", "H", "F", "H", "H", "H", "C", "H", "H", "H", "H", "O", "H", "C", "O", "F", "F", "O", "C", "H", "H", "C", "H", "C", "H", "C", "F", "C"],
  "coordinates": [[5.8360, 3.1399, 2.9747], [3.7969, 2.7243, 1.7308], [-3.0316, 9.0712, 7.4155], [-1.0850, 8.9761, 7.8363], [-0.7242, -1.0357, -2.4753], [0.7754, 0.2215, 5.2665], [1.1610, 1.0629, 5.8554], [-5.9142, 2.8671, -3.6255], [-5.5812, -3.8564, -3.2708], [5.5546, -7.0455, -1.4763], [7.7029, -6.0697, -1.5693], [-4.5678, 3.7557, -3.1941], [-5.8170, -3.5871, -2.1535], [-6.2281, -1.0163, -5.2680], [-1.4689, 8.1909, 5.8400], [-4.1000, -3.9764, -3.5547], [-1.6249, 0.5642, 7.0394], [-2.4601, 7.6276, 5.1087], [-0.2961, -2.6385, -1.9542], [-0.6872, 0.4243, 4.8413], [-7.4456, -2.6227, -3.7641], [2.8367, 1.2744, 0.7653], [5.7634, -4.1788, -0.6043], [-2.7335, 4.4034, 4.9841], [-0.3043, -4.5498, -3.5744], [-4.4823, 4.6777, -3.9102], [4.6015, -6.9987, -0.9352], [-4.7058, 4.0306, -2.0585], [-2.3931, 4.7062, 5.9762], [-6.5720, 1.4024, -5.3335], [-4.6763, -1.4108, -2.0238], [3.6890, -5.7805, -3.9471], [-2.4756, -0.5890, -0.7244], [7.3815, -4.6398, 0.7633], [5.4270, 3.0955, 0.0871], [-3.1277, 5.7703, 6.3742], [-1.4514, -1.8518, 6.9347], [4.6797, -5.4559, -3.0723], [4.0567, -5.0953, -1.9250], [-2.8274, 1.2918, 5.3884], [-1.2308, -0.7823, 4.5293], [6.4623, 4.9277, 1.9045], [1.5829, 0.5098, -4.3471], [-3.4731, -2.5735, -3.7063], [-2.3836, -2.7620, -4.0875], [6.6091, -4.0491, -2.8727], [7.5745, 3.2824, -0.1296], [-4.4967, -2.6904, -5.7380], [-2.4484, -0.9989, -5.9251], [5.5771, -5.4529, 0.9116], [5.2833, 0.5578, 2.8997], [-4.3143, -1.8477, -4.9117], [2.0138, -1.0812, -2.1164], [-5.7349, -1.4705, -4.4412], [-4.4014, 1.9988, -5.7732], [-0.4506, 6.1415, 5.0637], [1.9770, -1.5387, 7.8440], [-0.6709, 1.1347, 3.6682], [0.8129, -1.1399, 7.2626], [6.7023, -6.3786, -0.7021], [-5.8896, 2.3636, -5.1852], [0.0008, -3.1620, 7.2854], [5.5427, -4.3362, -3.6626], [0.5744, -3.3351, -2.9115], [0.2721, 0.2245, -1.7165], [-6.4038, -2.8490, -4.2683], [6.7844, 1.4493, 0.8504], [-6.9215, 3.3894, -3.3019], [0.2709, -5.5916, -3.5944], [-5.8449, 1.8815, -2.9557], [-0.2946, -2.1496, 7.5802], [-4.2384, 0.6547, -3.9282], [5.1495, 0.9483, -0.3735], [-3.5319, -0.6274, -5.6751], [4.1491, -0.8068, 1.6423], [1.4280, -3.8592, -2.2619], [-0.4398, 5.2333, 7.2434], [-6.0408, -4.9440, -3.4466], [-4.0768, -0.4943, -6.7291], [2.3120, 0.5186, -1.1618], [-4.5538, 1.6326, -6.8870], [3.4293, 1.4238, 1.6700], [1.0918, -1.0388, 5.8662], [-1.8541, 8.4034, 7.3074], [-2.6909, 3.6979, 6.8387], [6.2974, -5.1742, 0.1400], [-3.9810, -4.4863, -4.4707], [-2.0175, 7.2260, 7.9636], [-0.8964, 4.9954, 5.9850], [7.7262, 3.4952, 2.4752], [-3.6170, 0.8306, -4.9322], [1.1340, -2.6473, -3.6742], [-3.5718, 3.1159, -3.2790], [-1.2122, 9.3925, 5.2549], [7.2248, -7.3270, 0.1397], [-1.1716, 2.1987, 6.0006], [-2.5152, -0.6889, -1.9136], [2.6123, 1.2120, 2.7362], [5.9245, -4.6141, -4.6506], [-2.8091, 0.3828, -2.3025], [4.6240, 0.4779, 1.7132], [-1.0578, 6.2068, 4.1524], [0.5519, 5.8789, 4.7043], [-6.3219, 3.2349, -5.8383], [-0.2446, 3.8642, 5.5650], [-1.2281, -4.7315, -2.8404], [2.0128, 2.0717, -3.2452], [5.7903, -8.1159, -1.5199], [6.7208, 3.6031, 2.0548], [1.3716, 0.2382, 4.3458], [-3.6895, 2.9488, -5.8486], [-6.5742, -3.4033, -5.2856], [3.3183, 0.7153, -3.6190], [-0.2775, 7.4205, 5.6821], [-3.4615, -2.7111, -1.4028], [-1.5493, 1.1869, 5.8408], [5.4089, -6.6624, -2.8475], [4.8353, -3.1839, -3.7884], [0.5587, 0.0966, 7.7536], [-0.6615, -0.7906, -4.0347], [6.6003, 2.8590, 0.7211], [-3.5792, -4.5286, -2.8287], [6.0395, -0.3461, 0.3583], [2.1620, 0.8999, -3.4064], [-0.7880, -4.2940, -4.6196], [1.6899, 0.0421, -2.0620], [-2.5208, 1.1966, -4.7367], [-3.5992, -1.8688, -2.2367], [-0.5854, -2.1603, 8.9066], [5.6315, 0.6507, 0.5659]],
  "forces_ev_per_angstrom": [[0.49, 0.00, -0.35], [-0.46, -0.55, 0.08], [0.31, -0.07, -0.50], [0.05, -0.03, -0.29], [0.70, 2.03, -3.18], [0.99, 0.07, -0.54], [-0.37, -0.19, -0.01], [1.07, -1.34, 0.79], [-2.91, -1.10, 0.45], [-0.27, -1.08, -0.14], [-0.37, 0.14, 0.37], [-0.71, -0.60, -0.13], [1.00, -0.41, -2.22], [0.91, -0.64, 1.38], [1.09, -0.52, -1.77], [0.09, 0.24, -0.58], [-0.24, 0.30, -0.45], [0.11, 0.82, 0.34], [-0.14, 3.35, -1.70], [0.29, -0.86, -0.18], [2.06, -0.87, -0.99], [0.09, -0.11, -0.07], [0.21, -0.11, 0.40], [0.15, 0.01, -0.14], [-0.82, -0.32, 0.45], [-0.07, -1.58, 1.67], [0.31, 0.26, -0.06], [0.37, -0.17, -2.39], [-1.01, -0.37, 0.39], [1.27, 2.09, 0.41], [2.33, -0.99, -0.89], [0.49, 0.47, 0.00], [-0.16, -0.21, -2.51], [-0.08, -0.39, -0.18], [0.68, 0.52, 0.11], [0.19, -0.70, -0.13], [0.57, -0.25, 0.06], [-0.23, -2.16, 0.82], [-0.28, 0.31, -0.83], [0.07, -0.12, -0.42], [-0.08, 0.30, 0.11], [0.06, -0.37, -0.44], [0.98, 0.94, 1.88], [-0.05, 1.25, -0.32], [-1.96, 0.65, 0.98], [-0.48, -0.32, -0.50], [-0.31, 0.05, 0.80], [0.83, 1.45, 1.44], [-1.99, 0.92, 0.73], [-0.05, -0.19, -0.04], [-0.45, 0.13, -0.35], [-0.12, -0.05, -1.10], [-0.77, 2.04, -0.02], [0.90, -2.31, -1.30], [0.16, -0.01, -0.54], [0.86, 0.27, -0.68], [-0.78, -0.27, -0.14], [-0.06, 0.28, 0.38], [1.48, 1.30, -1.09], [0.65, -0.47, -0.82], [0.07, 0.42, -0.19], [0.21, 0.20, -0.02], [0.98, 0.60, -0.32], [1.45, -2.25, -0.05], [-1.08, -3.58, -1.41], [-0.66, 0.34, 0.49], [-1.07, 1.56, 0.30], [2.15, -0.90, -0.95], [-1.10, 2.49, -0.22], [-0.29, 2.03, -1.30], [-0.82, -0.68, 0.16], [1.61, 0.53, -2.02], [-0.06, 0.12, 0.37], [-0.70, -0.11, -0.85], [-0.31, 0.42, -0.28], [-1.92, 1.26, -1.29], [-0.39, -0.21, -0.42], [0.99, 2.40, 0.46], [1.07, -0.48, 2.22], [-1.54, -1.17, -1.82], [0.31, 0.74, 2.18], [-0.72, 0.49, 0.38], [-1.17, 0.19, 1.52], [-0.22, 0.08, 1.13], [0.37, 0.08, -0.03], [0.44, 0.75, 0.84], [-0.11, 0.64, 1.10], [0.31, 0.47, -0.28], [0.75, 0.86, 0.74], [-0.04, -0.12, -0.27], [-0.19, -0.22, 0.40], [-1.54, -1.19, 1.33], [-2.20, 1.28, 0.06], [-0.17, -0.39, 0.73], [-0.51, 0.44, 0.08], [0.08, -0.50, -0.10], [0.10, 0.21, 2.04], [0.16, -0.27, -0.05], [-0.19, -0.19, 0.12], [0.71, -2.36, 0.45], [1.07, -0.28, 0.52], [-0.10, -0.08, 0.39], [-0.14, 0.01, 0.34], [0.75, -1.76, 1.06], [-0.22, 0.20, -0.32], [2.01, 0.39, -1.34], [0.14, -2.72, -0.33], [0.20, 0.32, -0.09], [0.13, 0.46, 1.03], [-0.33, -0.19, 0.17], [-1.74, -1.95, 0.31], [0.36, 1.01, 1.74], [-2.45, 0.32, 0.69], [-1.81, 0.06, 0.48], [-0.09, 1.71, -1.81], [-0.68, 0.52, 0.47], [-0.52, 2.01, 0.27], [-0.38, -0.34, 0.11], [0.24, -0.87, 0.37], [-0.01, -1.61, 4.67], [0.13, -1.58, -1.48], [-0.72, 0.62, -0.66], [-0.04, 0.18, 0.32], [0.12, -0.36, 0.03], [1.32, -0.49, 1.95], [2.35, 1.23, 0.02], [-2.18, -0.83, -0.04], [0.13, -0.02, 0.78], [0.45, 0.24, -0.25], [0.67, -0.62, -0.62]]
}

=====

Which formula does entry 3 have?
C36H52F32N2O7P

=====

Number 3 is which compound?
C36H52F32N2O7P

=====

Number 2 is which compound?
C6H13O3V